Molecular formula: H15O7
Method: DFT, wB97M-V/def2-TZVPD

```
22
Properties=species:S:1:pos:R:3:forces:R:3:lowdin_charge:R:1
O 2.978631 0.670991 1.875867 -1.8 -2.2 1.5 -0.007
H 3.409653 1.330498 1.425816 1.7 2.5 -1.8 -0.011
H 3.193709 0.851216 2.793426 0.0 -0.2 0.3 0.057
O -1.728467 0.361446 -1.185010 -1.3 0.1 -2.0 -0.078
H -2.311752 0.217532 -0.132283 0.5 0.9 2.3 0.071
H -2.462140 0.519661 -1.826887 1.3 0.0 0.2 0.141
O -0.064681 0.204202 1.455275 1.4 0.9 -1.1 -0.042
H 0.193609 0.722066 2.232986 0.4 -0.2 -0.2 0.110
H 0.442289 0.638099 0.405129 -1.4 -0.4 2.4 0.121
O 0.482386 0.972051 -0.809025 2.2 -0.9 -1.5 0.026
H -0.616378 0.675742 -1.312942 -2.3 -0.2 0.8 0.063
H 0.584139 1.883381 -1.066257 0.5 1.0 0.1 0.145
O -0.602270 -1.872925 -0.257873 -0.3 -1.9 -1.5 -0.003
H -1.104868 -1.236638 -0.748587 -1.0 0.0 -0.7 -0.017
H -0.211291 -1.316815 0.366964 1.3 0.7 2.1 -0.027
O -2.433118 0.398390 1.112624 -0.7 -1.6 -0.7 -0.139
H -3.022014 -0.288499 1.520366 0.8 1.0 -0.5 0.097
H -1.202330 0.221411 1.421430 -0.9 0.3 -0.4 0.018
O 1.250395 -0.925842 -2.085178 2.4 -0.8 -1.2 0.025
H 2.206887 -1.143031 -2.330533 -1.9 0.2 0.4 0.163
H 0.692111 -1.755422 -2.154775 0.6 1.3 0.8 0.146
H 1.145377 0.214292 -1.447289 -1.5 -0.3 0.6 0.141
```
Forces are in eV/Å.

Results
Max |F|: 3.52 eV/A
Total energy: -535.349689 Ha
Highest occupied orbital energy: -14.7 eV
Energy above the lowest of the compared OMol25 structures with the same formula, charge and spin: 3.7328 eV
Net charge: +1

=====

Molecular formula: C19H21F3N4O3
Method: DFT, wB97M-V/def2-TZVPD

```
50
Properties=species:S:1:pos:R:3:forces:R:3:lowdin_charge:R:1
C 4.662843 3.198715 2.551651 3.2 6.5 -8.4 -0.011
C 4.365171 2.273240 1.427641 1.7 0.5 1.5 -0.298
N 3.847611 1.060131 1.509037 -0.2 4.0 7.9 0.000
O 3.905419 0.525167 0.403228 0.0 -0.5 -7.6 -0.006
C 4.360714 1.528980 -0.450199 -0.1 -7.3 -8.0 -0.170
C 4.886833 2.526538 0.123658 -1.4 0.6 3.4 0.038
H 5.379411 3.328089 -0.261227 1.1 2.1 -0.8 0.110
C 4.321764 1.023861 -2.054646 -7.6 -7.4 9.2 -0.029
N 3.008025 1.252902 -2.517255 -0.8 -3.7 -0.3 0.053
C 2.056087 0.161370 -2.488522 4.7 -1.6 -4.3 -0.366
O 2.483113 -1.091967 -2.669747 -2.4 5.9 1.8 -0.053
C 0.727396 0.712057 -2.879359 -4.0 -4.1 3.5 -0.002
H 0.611573 1.702124 -3.194992 0.7 1.0 -1.7 0.090
H 0.120361 -0.216981 -3.352321 1.3 2.7 0.5 0.174
C -0.134723 0.996335 -1.441788 7.1 -8.9 1.4 -0.067
N -0.721381 -0.372842 -0.950183 -5.6 4.8 0.2 -0.138
C -0.003783 -1.236214 -0.131609 2.8 -3.2 -6.7 -0.245
C 0.638878 -0.680401 1.065202 1.9 -2.1 -3.0 -0.125
N 0.958807 0.659970 0.631050 7.0 -3.8 12.8 0.123
C 0.947503 1.319091 -0.356058 -2.1 11.4 -9.9 -0.460
O 1.440939 2.596113 -0.557113 -0.8 -5.3 1.3 -0.104
H 1.911075 0.931614 1.371528 -3.2 0.0 -2.4 0.239
H -0.164060 -0.697883 1.684640 -1.7 0.5 3.2 0.074
H 1.525662 -1.407236 1.369270 -1.6 2.2 -0.3 0.187
H 0.749209 -1.375241 -1.218691 -0.5 -1.1 4.0 0.198
H -0.638025 -2.174367 -0.093378 1.1 0.9 0.6 0.141
C -2.108124 0.044133 -0.171103 2.6 -8.7 -4.4 0.036
C -3.004393 -1.303361 -0.483130 0.3 7.3 10.8 -0.113
C -2.831249 -2.149289 -1.365443 -5.4 -6.2 0.2 -0.069
C -3.747143 -3.285106 -1.415777 5.6 -0.5 -8.0 -0.097
C -4.608596 -3.538139 -0.544049 -3.5 0.8 6.2 -0.083
C -4.644525 -2.575967 0.651848 -4.5 -9.3 0.8 -0.029
C -3.838101 -1.613965 0.704336 3.6 6.7 0.2 -0.079
C -3.882279 -0.613814 2.053256 0.9 -1.1 -6.9 -0.468
F -2.695251 -0.624899 2.690985 -1.3 0.9 0.3 0.142
F -4.832918 -1.206676 2.661418 -1.4 1.1 3.4 0.170
F -4.267686 0.724536 1.585589 1.1 -2.8 2.1 0.046
H -5.170606 -3.162929 1.587416 1.0 2.3 -2.3 0.178
H -5.182913 -4.436368 -0.493916 -0.5 -0.2 -0.1 0.098
H -3.559719 -3.956105 -2.445660 -0.7 1.5 3.0 0.174
H -2.297573 -1.989516 -2.104795 5.5 1.2 -6.8 0.044
H -2.393321 0.566187 -0.912901 -2.7 5.2 -4.1 0.040
H -1.842249 0.403902 0.707724 0.1 1.5 4.1 0.056
H -0.764717 1.730491 -1.470766 -3.9 4.0 -0.5 0.076
H 2.704134 2.167541 -2.367065 -1.3 1.4 0.4 0.095
H 4.380985 -0.176035 -2.012190 0.5 2.8 -0.3 0.174
H 4.992676 1.462674 -2.472152 7.9 5.0 -5.5 0.008
H 3.923971 4.129464 2.513563 1.8 -1.4 -0.6 0.133
H 4.345753 2.858783 3.334622 -2.3 -4.2 9.3 -0.053
H 5.850517 3.614096 2.501771 -3.6 -1.3 0.4 0.168
```
Forces are in eV/Å.

Results
Max |F|: 15.25 eV/A
Total energy: -1480.344803 Ha
Highest occupied orbital energy: -8.3 eV
Energy above the lowest of the compared OMol25 structures with the same formula, charge and spin: 18.4633 eV

=====

Molecular formula: C12H14NO
Method: DFT, wB97M-V/def2-TZVPD

```
28
Properties=species:S:1:pos:R:3:forces:R:3:lowdin_charge:R:1
C -2.655843 -1.685287 0.708739 3.8 3.2 -2.8 0.205
C -1.831618 -1.003056 0.122632 -1.0 -0.8 1.1 -0.021
C -0.891390 0.042761 -0.464637 -1.5 -3.1 1.1 -0.442
N -1.487112 0.249879 -1.874133 -2.2 2.0 -0.3 0.263
O -1.081465 1.162259 0.260727 -0.2 0.6 -1.2 -0.077
C -0.201399 1.671806 1.257172 1.3 3.0 -0.5 -0.150
C -1.062201 1.874664 2.508497 0.5 0.1 1.1 -0.132
C -0.721892 2.414364 3.696587 -1.0 -1.0 -0.8 0.027
C 0.485718 -0.539838 -0.773395 -0.7 1.2 -0.7 -0.174
C 1.317995 0.076693 -1.742668 -1.6 -0.1 1.6 -0.066
C 2.491479 -0.488363 -2.012467 1.9 -1.3 -0.9 -0.064
C 2.857025 -1.781764 -1.559632 -0.1 0.4 0.1 -0.030
C 1.967452 -2.427854 -0.726563 0.5 -0.8 -0.6 -0.039
C 0.780888 -1.778488 -0.309970 1.3 -1.2 1.3 -0.012
H -3.275664 -2.314383 1.173855 -2.1 -2.0 1.5 0.011
H -0.650885 0.314695 -2.403327 0.7 0.1 -1.5 0.091
H -2.093848 -0.543035 -2.263721 0.9 1.4 1.0 0.216
H -1.975439 1.223697 -1.929425 0.6 -2.2 0.2 0.230
H 0.750639 1.104781 1.439417 -1.2 -0.1 -0.3 0.143
H 0.166641 2.681815 0.725904 -0.6 -1.8 1.7 0.170
H -2.074371 1.447111 2.491250 0.6 -0.1 -0.4 0.105
H -1.405573 2.250867 4.536666 0.0 0.4 -0.5 0.068
H 0.167802 2.931042 3.966917 0.8 0.2 -0.2 0.052
H 1.156773 0.977470 -2.308231 -0.6 0.6 0.4 0.126
H 3.007163 0.144400 -2.693173 1.4 -0.4 -0.5 0.111
H 3.782442 -2.335732 -1.803651 -0.6 0.9 -0.2 0.128
H 2.257789 -3.495438 -0.559078 -0.8 1.1 0.6 0.134
H 0.218894 -2.175064 0.535707 -0.2 -0.3 -0.6 0.125
```
Forces are in eV/Å.

Results
Max |F|: 5.68 eV/A
Total energy: -595.236272 Ha
Highest occupied orbital energy: -12.5 eV
Energy above the lowest of the compared OMol25 structures with the same formula, charge and spin: 2.7412 eV
Net charge: +1

=====

Molecular formula: C16H20BrF9O9S
Method: DFT, wB97M-V/def2-TZVPD

```
56
Properties=species:S:1:pos:R:3:forces:R:3:lowdin_charge:R:1
O 2.728467 1.785024 2.217609 -1.7 -0.6 0.0 0.159
C 1.540114 1.632955 2.339876 1.7 1.1 -0.7 -0.435
O 0.941722 0.534177 2.894143 0.0 -0.3 0.8 0.154
C -0.349070 0.895820 3.261397 -1.1 -1.2 1.2 -0.342
O -1.054785 0.251259 4.013522 1.6 1.1 -1.7 0.174
C -0.650764 2.189739 2.610391 -0.5 -0.1 0.0 -0.184
C -1.998992 2.774321 2.698313 0.2 0.3 -0.1 -0.106
C -2.964549 2.095595 1.738537 -0.2 -0.5 0.4 -0.042
C -4.412160 2.271291 2.164149 0.2 0.3 -0.7 -0.480
F -4.912421 3.333824 1.475917 -0.2 0.4 -0.2 0.120
F -4.556682 2.580036 3.450842 -0.2 0.0 0.9 0.137
C -5.366796 1.124433 1.789210 0.2 0.0 0.0 -0.473
F -5.201676 0.880985 0.490150 0.1 -0.2 -0.5 0.141
F -6.617433 1.521833 1.967423 -0.5 0.1 0.2 0.152
S -5.139698 -0.492936 2.713639 0.1 -0.1 -0.2 0.734
F -6.296009 -1.107360 1.840205 -0.5 -0.2 -0.2 -0.112
F -6.159850 -0.028242 3.799798 -0.4 0.2 0.5 -0.103
F -3.951389 0.078606 3.567872 0.3 0.2 0.4 -0.118
F -4.087597 -0.992248 1.647257 0.4 -0.2 -0.3 -0.129
F -5.002320 -1.857445 3.463835 0.1 -0.4 0.1 -0.096
C 0.449748 2.618544 2.020493 0.3 -0.1 -0.1 -0.535
Br 0.638700 4.172564 1.011046 0.2 -0.3 0.2 0.869
H -2.312250 2.693879 3.729599 -0.3 -0.1 0.2 0.136
H -1.917292 3.821260 2.449145 -0.1 0.4 0.0 0.111
H -2.886907 2.519665 0.753884 0.1 0.2 -0.4 0.140
H -2.726734 1.043815 1.642980 0.0 -0.3 0.1 0.118
C -2.381334 -2.973770 -0.941334 -0.1 0.1 -0.2 -0.063
C -0.881655 -3.084485 -0.784982 -0.2 -0.2 0.4 -0.203
O -0.180783 -2.682499 -1.973367 0.0 0.0 -0.1 0.046
C -0.125112 -1.371630 -2.171728 0.3 -0.1 0.1 -0.621
O -0.571805 -0.521725 -1.445312 -0.1 0.2 0.1 0.112
O 0.554164 -1.144681 -3.295570 0.0 0.1 -0.1 -0.002
C 0.627763 0.240339 -3.646207 0.0 0.2 -0.2 -0.047
H -2.723896 -3.545681 -1.804651 0.0 -0.1 0.1 0.083
H -2.879748 -3.351930 -0.048912 0.0 0.0 0.0 0.080
H -2.686034 -1.939269 -1.089736 0.0 0.0 0.1 0.070
H -0.595834 -4.120654 -0.618107 0.1 0.0 -0.2 0.124
H -0.524077 -2.501970 0.064095 0.0 0.1 -0.1 0.122
H 1.012988 0.829526 -2.816694 -0.1 0.0 0.0 0.089
H -0.354748 0.604573 -3.940872 0.0 0.0 0.1 0.102
H 1.306742 0.327061 -4.489668 0.0 -0.2 0.0 0.097
C 3.481882 0.041698 -1.281142 0.3 0.2 0.1 -0.053
C 3.720438 -0.802987 -2.513814 -0.4 -0.1 0.3 -0.201
O 4.983536 -0.523426 -3.134394 -0.1 0.1 0.0 0.048
C 6.046984 -1.030815 -2.517833 0.0 -0.1 -0.2 -0.616
O 6.036827 -1.722158 -1.535689 0.0 0.0 0.2 0.129
O 7.130954 -0.670990 -3.204410 0.1 0.1 0.0 0.006
C 8.361139 -1.110973 -2.626147 0.2 0.0 0.0 -0.040
H 3.587041 1.100553 -1.525591 -0.1 0.0 0.0 0.088
H 2.478563 -0.133453 -0.888137 0.0 0.0 -0.1 0.073
H 4.197845 -0.182785 -0.492550 0.0 -0.1 0.0 0.079
H 2.966953 -0.567584 -3.255726 0.2 0.0 -0.2 0.088
H 3.638863 -1.865849 -2.288381 0.2 0.0 0.0 0.132
H 8.354642 -2.186512 -2.466482 -0.1 0.0 0.1 0.095
H 8.540315 -0.595017 -1.684385 0.0 -0.1 0.1 0.098
H 9.144011 -0.854300 -3.333508 -0.1 0.1 -0.1 0.092
```
Forces are in eV/Å.

Results
Max |F|: 2.60 eV/A
Total energy: -5169.820108 Ha
Highest occupied orbital energy: -10.7 eV
Energy above the lowest of the compared OMol25 structures with the same formula, charge and spin: 0.0000 eV

=====

Molecular formula: C29H39Cl3F6N6O4S2Si5W
Method: DFT, wB97M-V/def2-TZVPD

```
95
Properties=species:S:1:pos:R:3:forces:R:3:lowdin_charge:R:1
W -0.125843 -0.090983 -0.332345 0.4 0.4 0.3 0.855
C 0.446248 3.630339 -4.250739 -0.1 -0.2 -0.2 -0.029
C 0.081181 2.950060 -5.422379 0.1 0.1 0.2 -0.037
C -0.362819 1.656291 -5.339324 0.0 -0.1 0.0 0.025
C -0.457476 0.990471 -4.105300 0.0 -0.3 0.1 -0.219
N -0.257669 1.755904 -2.999408 0.2 0.0 0.0 -0.096
C 0.246174 3.008260 -3.051265 0.1 0.0 0.0 -0.060
N -0.658042 -0.353751 -4.127458 0.5 0.2 0.3 0.178
C 0.002018 -1.221016 -3.401067 -0.4 0.4 -0.4 -0.255
N 0.558043 -1.174295 -2.147033 0.0 0.2 -0.1 -0.009
C 1.656635 -2.039490 -2.185776 -0.1 -0.2 0.2 -0.286
N 2.578224 -2.260881 -1.327215 -0.3 0.0 -0.1 0.182
C 2.430859 -2.099537 0.029451 -0.1 -0.1 -0.4 -0.351
C 3.564682 -2.397544 0.795490 0.1 0.0 0.1 -0.020
C 3.449026 -2.618087 2.142375 0.0 0.0 -0.1 -0.050
C 2.165875 -2.620409 2.685579 -0.1 0.0 -0.1 -0.051
C 1.111305 -2.279070 1.871176 0.1 0.1 0.1 -0.209
N 1.217287 -1.902376 0.581792 0.2 0.0 0.0 -0.009
C 1.627253 -2.807781 -3.448292 -0.1 0.1 0.0 -0.098
C 2.452445 -3.803007 -3.933741 0.0 0.0 0.0 -0.001
C 2.080476 -4.400076 -5.132825 0.0 0.0 0.0 -0.066
C 0.928894 -3.998879 -5.815907 0.0 0.0 0.1 -0.064
C 0.124109 -2.973739 -5.331815 0.0 -0.1 0.0 0.005
C 0.494783 -2.407711 -4.128760 0.1 -0.1 0.1 -0.097
H 0.846921 4.631866 -4.263508 0.0 0.0 0.0 0.114
H 0.171225 3.431298 -6.386303 0.0 0.0 0.0 0.114
H -0.605087 1.062416 -6.207763 0.0 0.0 0.0 0.125
H 0.433716 3.454346 -2.088694 0.0 0.0 0.0 0.046
H 4.502603 -2.486963 0.268259 0.0 0.0 0.0 0.123
H 4.317525 -2.840969 2.747832 0.0 0.0 0.0 0.116
H 1.976441 -2.874630 3.718225 0.0 0.0 0.0 0.113
H 0.124749 -2.278875 2.282226 0.1 0.0 0.0 0.007
H 3.343087 -4.096769 -3.395961 0.0 0.0 0.0 0.116
H 2.692044 -5.189658 -5.549017 0.0 0.0 0.0 0.103
H 0.666982 -4.491355 -6.742987 0.0 0.0 0.0 0.104
H -0.757130 -2.634324 -5.857782 0.0 0.0 0.0 0.119
C -1.483965 1.196667 5.027571 0.0 0.0 0.0 -0.234
Si 0.131682 1.335043 4.074177 0.0 0.0 0.0 0.346
C 0.593699 3.148043 4.304973 0.0 0.0 0.0 -0.220
C 1.264609 0.162662 5.045442 0.0 0.0 0.0 -0.234
Si 0.782319 0.812539 1.790311 0.0 0.0 0.0 0.473
Si -1.868214 -1.290384 1.431882 0.0 -0.2 -0.1 0.480
C -1.585622 -1.785840 3.276115 0.0 0.1 0.0 -0.225
C -2.041764 -3.027005 0.670891 0.1 0.0 -0.1 -0.215
C -3.596336 -0.557059 1.602217 0.0 0.0 0.0 -0.245
Si 3.085184 1.619808 1.989025 0.0 0.0 0.0 0.347
C 4.536496 0.789417 1.119934 -0.1 0.0 0.0 -0.240
C 3.767557 1.666584 3.754438 -0.1 0.0 0.0 -0.230
C 2.951923 3.413925 1.421915 -0.1 0.0 0.0 -0.237
H -1.195146 1.410169 6.062722 0.0 0.0 0.0 0.041
H -1.929381 0.206677 5.016561 0.0 0.0 0.0 0.007
H -2.234911 1.926365 4.740672 0.0 0.0 0.0 -0.011
H 0.605024 3.364527 5.376721 0.0 0.0 0.0 0.041
H -0.178065 3.771273 3.848560 0.0 0.0 0.0 0.024
H 1.551648 3.444613 3.889507 0.0 0.0 0.0 -0.009
H 1.755721 0.697167 5.861168 0.0 0.0 0.0 0.039
H 2.040102 -0.312623 4.448320 0.0 0.0 0.0 -0.013
H 0.652530 -0.625208 5.489774 0.0 0.0 0.0 0.030
H -0.748976 -1.323042 3.795053 0.0 0.0 0.1 -0.020
H -1.452419 -2.868585 3.345622 0.0 0.0 0.0 0.041
H -2.493449 -1.544453 3.828806 0.0 0.0 0.0 0.030
H -1.197820 -3.660558 0.951766 0.0 0.0 0.0 0.021
H -2.119204 -3.041800 -0.414117 0.0 0.0 0.0 0.010
H -2.943255 -3.490413 1.083342 0.0 0.0 0.0 0.037
H -3.654044 0.017393 2.524308 0.0 0.0 0.0 0.000
H -4.288321 -1.399574 1.693782 0.0 0.0 0.0 0.044
H -3.938619 0.079837 0.797377 0.0 0.0 0.0 -0.012
H 4.988770 0.044878 1.775698 0.0 0.0 0.0 0.020
H 5.280181 1.576761 0.960741 0.0 0.0 0.0 0.039
H 4.312931 0.338680 0.159606 0.0 0.0 0.0 -0.027
H 3.996046 0.663648 4.117106 0.0 0.0 0.0 0.023
H 3.162378 2.167489 4.503960 0.0 0.0 0.0 0.007
H 4.718717 2.202718 3.681271 0.0 0.0 0.0 0.039
H 2.923619 3.468928 0.335269 0.0 0.0 0.0 0.002
H 3.826837 3.963581 1.779072 0.0 0.0 0.0 0.036
H 2.062496 3.917438 1.801760 0.0 0.0 0.0 0.005
Cl -2.387349 2.426161 2.176194 0.0 -0.2 -0.1 0.387
Si -1.470985 1.890997 0.375673 -0.4 0.1 0.0 -0.326
Cl 2.021619 1.049684 -0.909026 -0.1 -0.2 0.1 0.169
Cl -0.701617 3.821767 -0.023335 0.0 0.0 0.0 0.336
F -4.798926 4.005373 -1.250439 0.0 0.0 0.0 0.143
C -4.855102 2.938549 -2.040686 0.0 -0.1 0.0 -0.739
F -5.803769 2.121754 -1.621703 0.1 0.1 0.0 0.155
F -5.126074 3.331607 -3.286016 0.0 0.0 0.0 0.128
S -3.158713 2.150029 -2.078381 0.2 -0.2 0.3 1.074
O -0.768012 1.341799 -1.830089 -0.4 -0.6 0.2 -0.517
O -3.017531 1.977615 -0.533807 0.1 0.1 -0.1 -0.570
N -3.535840 0.787964 -2.786613 0.0 0.1 -0.1 -0.374
S -3.273061 -0.693427 -2.360794 0.1 0.0 0.2 0.606
O -2.307513 -0.838558 -1.272754 -0.1 0.1 -0.2 -0.440
O -3.141441 -1.542756 -3.493532 0.0 -0.1 0.0 -0.243
C -4.893805 -1.256865 -1.660153 0.0 0.0 0.0 -0.670
F -5.755350 -1.388506 -2.662965 0.0 0.0 0.0 0.152
F -5.403733 -0.395415 -0.788472 0.0 0.0 0.0 0.133
F -4.730488 -2.437172 -1.066126 0.0 0.0 0.0 0.149
```
Forces are in eV/Å.

Results
Max |F|: 0.77 eV/A
Total energy: -6048.795248 Ha
Highest occupied orbital energy: -7.2 eV
Energy above the lowest of the compared OMol25 structures with the same formula, charge and spin: 5.5201 eV